# C4H8BrOP

C4H8BrOP in the gas phase in a non-equilibrium geometry (ωB97M-V/def2-TZVPD, OMol25).

Computed properties:
**Molar mass**: 182.985 g mol⁻¹
**F_max**: 5.37 eV Å⁻¹
**LUMO**: 0.43 eV
**E_HOMO**: -9.2 eV
**SMILES**: C=C[C@@H](O)P(C)Br
**Energy above the lowest of the compared OMol25 structures with the same formula, charge and spin**: 28.7 kcal per mole
**Kohn-Sham gap**: 9.7 eV
**Total energy**: -85654.9591 eV

```
15
C4H8BrOP, DFT ωB97M-V/def2-TZVPD
C 2.00620 -0.49463 -0.01986
C 1.02570 -1.25114 -0.45744
C -0.37830 -1.10848 0.11338
O -0.39400 -0.65521 1.44760
P -1.36532 -0.05702 -1.12922
C -0.69800 1.75695 -0.31887
Br -3.24565 0.16222 0.09662
H 2.96910 -0.56307 -0.58959
H 1.81213 0.13940 0.92672
H 1.12613 -1.91900 -1.22775
H -0.90588 -2.07105 0.24840
H 0.05744 0.16543 1.65800
H -1.16884 1.81709 0.57229
H -1.15838 2.47311 -0.99912
H 0.31768 1.60540 -0.32116
```